(1)
13
Properties=species:S:1:pos:R:3:forces:R:3 method="wB97M-V/def2-TZVPD" lumo_energy_ev=0.5 homo_lumo_gap_ev=9.754 energy_ha=-754.9488 homo_ha=-0.341 molar_mass_g_mol=131.2 max_force_ev_per_a=4.3 smiles="Sc1ncn[nH]1.C=O" e_above_lowest_kj_mol=236.9
C 1.6832 -1.4327 0.3698 0.32 -3.49 -0.03
C 0.9150 0.4970 0.2112 0.96 -0.07 -0.99
C -2.8428 0.0799 -0.3229 2.79 0.99 3.07
N 2.0385 -1.0750 -0.8398 1.21 -1.23 -0.13
N 1.5908 0.1660 -0.9341 -1.24 -0.12 1.94
N 0.9636 -0.5428 1.0072 -1.46 2.03 1.84
O -3.4139 -0.5932 -1.0854 -1.37 -0.99 -2.16
S 0.2881 2.1103 0.4735 -0.01 -0.03 -0.28
H 1.8262 -2.4689 0.8535 0.08 1.86 -1.30
H -2.9657 -0.1902 0.8240 0.32 1.07 -1.50
H -1.9870 0.8609 -0.6247 -1.78 -1.13 0.56
H 1.9087 0.7012 -1.6796 0.24 1.19 -1.37
H -0.0047 1.8874 1.7472 -0.05 -0.10 0.35

(2)
8
Properties=species:S:1:pos:R:3:forces:R:3 method="wB97M-V/def2-TZVPD" lumo_energy_ev="-0.1 / -0.3" homo_lumo_gap_ev="5.403 / 10.485" energy_ha=-408.4866 homo_ha="-0.203 / -0.397" molar_mass_g_mol=176.6 max_force_ev_per_a=2.0 s2=0.750 e_above_lowest_kj_mol=0.0 multiplicity=2
O 1.7026 -1.0615 -0.7466 -0.01 0.19 0.89
C 1.3758 -0.1933 0.0298 0.90 0.37 -1.43
O 0.2217 0.4456 -0.1120 -0.95 0.41 0.40
C -1.1551 0.0177 0.7399 -0.53 -1.97 -0.11
O -1.0167 -0.4835 1.8120 0.49 1.24 -0.94
O -2.0235 0.1515 -0.1298 -0.11 0.66 0.48
Sr -1.1699 0.7741 -2.2935 0.25 -0.18 0.36
H 2.0651 0.3493 0.7001 -0.04 -0.72 0.35

(3)
111
Properties=species:S:1:pos:R:3:forces:R:3 method="wB97M-V/def2-TZVPD" lumo_energy_ev="0.8 / 0.8" homo_lumo_gap_ev="4.406 / 4.410" energy_ha=-3795.9991 homo_ha="-0.134 / -0.134" molar_mass_g_mol=1164.4 max_force_ev_per_a=3.8 charge=-1
Pb 0.2765 -0.0357 0.2580 -0.30 -0.64 -0.38
C 2.9962 7.1855 -2.3875 1.01 2.03 -0.53
C 3.5478 6.7759 -1.1907 0.16 -1.17 0.82
C 3.1184 5.5906 -0.5740 -0.72 0.04 -1.00
C 2.1058 4.8156 -1.2029 0.04 0.61 0.52
C 1.5182 5.3378 -2.3615 0.11 -0.66 -0.73
C 1.9992 6.4687 -3.0096 -0.26 -0.27 0.03
C 1.6114 3.5548 -0.5828 -0.91 -1.05 1.15
C 2.5432 2.6187 -0.0641 0.78 -0.84 0.23
C 3.9886 2.6844 -0.2795 0.56 0.59 -0.09
C 4.5851 1.6915 0.4513 -0.24 0.53 -1.31
C 3.5148 0.9278 1.0311 -1.91 1.26 -0.25
C 3.6812 -0.2149 1.8081 -1.74 -1.22 0.29
C 5.0465 -0.8027 1.7812 1.48 -0.45 1.12
C 5.6491 -1.1842 0.5628 -0.55 0.24 -0.29
C 6.9331 -1.7340 0.5167 0.23 -0.67 -1.33
C 7.6830 -1.8874 1.6586 -0.33 0.08 1.68
C 7.1432 -1.5014 2.8997 -0.53 0.61 0.03
C 5.8254 -0.9692 2.9770 0.93 -0.30 -1.19
C 2.6099 -1.0016 2.4186 -0.85 0.69 -1.34
N 1.2059 -0.8027 2.3783 1.54 -0.55 0.45
C 0.6162 -1.9431 2.9339 0.59 1.56 -0.49
C -0.7771 -2.1118 3.0905 0.00 0.49 -1.03
C -1.2360 -3.4709 3.5003 -0.35 -1.10 1.93
C -0.7466 -4.1944 4.6559 -0.56 0.91 -1.06
C -1.2675 -5.4487 5.0047 0.61 0.75 0.67
C -2.2605 -6.0412 4.2765 -0.85 -0.16 -1.11
C -2.6447 -5.4202 3.0806 -0.40 -0.48 0.55
C -2.2402 -4.1400 2.7858 0.69 0.71 -0.65
C -1.7277 -1.1358 2.6153 0.17 0.67 0.13
C -3.1629 -1.2544 2.7365 -0.18 1.12 -0.70
C -3.6810 -0.1312 2.1178 -0.56 -1.11 1.52
C -2.6162 0.7387 1.7150 0.12 -1.57 0.73
N -1.4445 0.0874 2.0174 0.65 -0.62 -0.14
C -2.8231 1.9991 1.1623 1.59 0.80 -1.16
C -1.7474 2.8150 0.6136 0.51 -0.89 -0.03
C -1.8381 4.1981 0.2214 -1.00 0.24 -0.33
C -0.6493 4.5683 -0.3147 -0.53 0.32 0.04
C 0.2032 3.4395 -0.2666 0.96 -0.96 0.78
N -0.4580 2.3667 0.3392 -0.64 1.57 -0.50
C -4.2093 2.5053 0.9494 0.33 0.24 -0.52
C -4.5880 2.8818 -0.3518 -0.52 -0.01 0.92
C -5.8267 3.4923 -0.5685 0.60 0.07 -0.52
C -6.6468 3.7748 0.4940 -1.25 -0.33 0.74
C -6.3354 3.2854 1.7653 -0.37 0.61 -0.05
C -5.1180 2.6769 1.9881 0.18 -0.08 0.87
C 1.6443 -2.8767 3.2753 0.94 0.92 -0.39
C 2.8507 -2.2960 2.9441 0.01 -1.65 0.79
N 2.2856 1.5191 0.7160 1.32 0.25 0.30
H 3.3822 8.1620 -2.7955 -0.47 -1.24 0.12
H 4.3926 7.2953 -0.7459 -0.31 0.24 -0.04
H 3.5075 5.2668 0.3826 0.13 0.01 -0.11
H 0.7129 4.7944 -2.8556 0.18 -0.11 0.23
H 1.6293 6.7253 -4.0098 0.00 0.11 0.61
H 4.4618 3.4476 -0.9224 -0.14 -0.69 0.54
H 5.6302 1.4088 0.4557 -0.13 0.29 0.14
H 5.0797 -1.0137 -0.3843 0.59 -0.25 0.96
H 7.3703 -2.1389 -0.4377 -0.67 0.74 0.88
H 8.6677 -2.3364 1.7046 0.02 0.05 -0.50
H 7.8091 -1.5522 3.7947 -0.89 -0.03 -0.70
H 5.4609 -0.6318 3.9423 -0.22 -0.08 -0.20
H -0.0424 -3.6908 5.3159 0.01 -0.25 -0.17
H -0.9065 -5.9740 5.8812 0.05 0.30 0.19
H -2.8320 -6.9066 4.6395 0.74 0.07 -0.33
H -3.2644 -5.9560 2.3732 -0.43 0.18 0.17
H -2.6766 -3.5955 1.9579 0.15 -0.36 -0.37
H -3.7003 -2.0539 3.2379 0.06 0.28 -0.22
H -4.7253 0.1112 2.0984 -0.26 0.02 -0.22
H -2.7315 4.8174 0.2389 0.20 -0.17 0.34
H -0.3552 5.5485 -0.6440 -0.12 0.09 -0.08
H -3.9006 2.6792 -1.1488 0.07 0.03 -0.32
H -6.1531 3.7662 -1.5646 0.28 -0.02 -0.01
H -7.6173 4.2813 0.3468 0.65 -0.29 -0.01
H -7.0416 3.4440 2.5857 0.32 -0.07 -0.22
H -4.8496 2.3873 3.0145 -0.03 0.04 -0.56
H 1.4577 -3.8259 3.7045 0.17 -0.70 0.14
H 3.8270 -2.7979 3.0077 -0.58 0.43 0.09
S 1.0072 -0.5221 -5.2655 0.92 0.78 1.02
C -0.5734 0.0839 -5.0368 -2.25 1.91 0.87
C -1.8439 -0.2171 -5.5177 0.86 -1.25 0.28
C -2.9159 0.6181 -5.1749 0.76 -0.89 -0.63
C -4.1757 0.3258 -5.7894 -3.62 -0.32 -1.25
N -5.2271 0.1377 -6.2968 3.38 0.50 1.53
C -2.7252 1.6977 -4.3034 -0.33 -0.78 0.06
C -1.5085 1.9558 -3.7106 1.19 -0.05 -0.55
C -0.4315 1.1905 -4.1371 -1.07 -1.16 -1.06
S 1.2433 1.1572 -3.8472 1.47 -0.81 -0.24
C -3.8697 2.4040 -3.8823 -2.80 2.11 0.74
N -4.8219 3.0019 -3.5588 2.02 -1.27 -0.77
H -1.9517 -1.2188 -5.9776 -0.42 1.02 -0.23
H -1.3723 2.7896 -3.0492 -0.07 0.17 0.43
C 3.1031 -4.3957 -0.8237 1.53 0.68 0.03
C 2.1974 -5.3197 -1.3006 1.39 -0.11 0.92
C 0.9103 -4.9356 -1.4025 -1.27 0.17 -0.44
C 0.5373 -3.5949 -1.1984 -0.35 0.24 0.28
N 1.4319 -2.7058 -0.7507 -0.16 0.55 -1.24
C 2.7002 -3.0650 -0.6916 0.01 -0.93 0.58
C -0.8405 -3.1003 -1.4756 -0.68 -0.53 0.75
C -1.6304 -3.9329 -2.3010 1.24 0.74 -0.13
C -2.9640 -3.6623 -2.4854 -2.17 -0.38 0.12
C -3.5682 -2.5689 -1.8105 0.58 -0.07 0.46
C -2.7656 -1.8276 -0.9285 -0.06 0.12 -0.91
C -1.3873 -2.0073 -0.7532 0.60 -0.46 0.19
H 4.1173 -4.6709 -0.4923 -0.37 0.15 -0.71
H 2.5075 -6.3259 -1.5386 -0.05 -0.22 0.26
H 0.2187 -5.7365 -1.5801 -0.64 0.21 -0.44
H 3.4165 -2.2675 -0.5499 0.05 -0.07 0.55
H -1.0552 -4.6662 -2.8788 -0.84 -0.18 0.19
H -3.6362 -4.4165 -2.9678 0.78 0.93 -0.12
H -4.6281 -2.2462 -1.9033 0.72 -0.76 -0.13
H -3.2285 -1.0221 -0.3799 -0.29 0.25 0.06

(4)
118
Properties=species:S:1:pos:R:3:forces:R:3 method="wB97M-V/def2-TZVPD" lumo_energy_ev="2.5 / 2.5" homo_lumo_gap_ev="6.340 / 7.064" energy_ha=-3279.1702 homo_ha="-0.140 / -0.167" molar_mass_g_mol=757.0 max_force_ev_per_a=0.6 charge=-1 s2=8.757 e_above_lowest_kj_mol=0.0 multiplicity=6
Mn 0.2639 -1.0357 1.5129 -0.34 0.25 -0.35
C 0.4609 -2.6749 4.1743 0.02 -0.03 -0.03
N 1.1168 -2.6857 2.8635 0.09 -0.02 0.08
C 2.5689 -2.6095 3.0371 -0.04 -0.03 0.00
C 0.7414 -3.9021 2.1193 -0.03 0.04 0.02
C 0.9161 -3.7750 0.6066 -0.01 0.04 -0.03
N 0.0066 -2.7793 0.0185 0.08 -0.11 -0.04
C 0.3819 -2.4590 -1.3656 -0.04 0.02 0.00
C 1.6122 -1.6210 -1.6592 0.07 -0.01 0.01
C 1.8749 -1.4550 -3.0118 0.02 0.01 -0.01
C 2.9210 -0.6795 -3.4851 0.00 0.00 0.00
C 3.7252 -0.0691 -2.5244 -0.01 -0.01 -0.02
C 3.5141 -0.1936 -1.1585 0.00 -0.05 0.02
C 2.4166 -0.9780 -0.6893 0.00 -0.05 -0.04
O 2.1625 -1.1037 0.5863 -0.04 0.08 0.15
C 4.4188 0.5325 -0.1579 0.01 0.02 0.02
C 5.0420 -0.4679 0.8272 0.00 -0.01 -0.01
C 3.5995 1.5777 0.6114 0.00 0.03 0.03
C 5.5779 1.2689 -0.8385 -0.02 -0.02 -0.01
C 3.1316 -0.5049 -4.9876 0.00 -0.03 -0.02
C 1.8957 0.1671 -5.6034 -0.01 0.00 -0.02
C 4.3503 0.3609 -5.3064 0.03 0.03 0.00
C 3.3386 -1.8738 -5.6519 0.00 0.00 -0.01
C -1.3903 -3.2762 -0.0190 0.03 0.05 0.00
C -2.3928 -2.1632 0.0277 -0.03 -0.05 0.12
C -3.1587 -1.7957 -1.0689 -0.01 0.04 -0.03
C -4.1163 -0.7987 -0.9659 0.01 -0.02 -0.02
C -4.3442 -0.2707 0.3091 -0.02 0.01 -0.03
C -3.6226 -0.6191 1.4391 0.04 -0.06 0.01
C -2.5326 -1.5210 1.2788 0.05 0.04 -0.07
O -1.6607 -1.7916 2.2221 -0.01 -0.07 0.14
C -4.0125 -0.1194 2.8310 -0.01 0.05 0.01
C -2.8954 0.7115 3.4697 -0.03 0.02 0.02
C -5.2746 0.7474 2.8028 -0.01 -0.01 0.00
C -4.3053 -1.3389 3.7184 0.00 -0.02 0.02
C -4.8964 -0.2527 -2.1587 0.01 0.03 -0.03
C -4.5788 1.2420 -2.3206 0.00 -0.01 -0.01
C -6.4045 -0.4296 -1.9385 -0.03 0.01 0.01
C -4.5197 -0.9580 -3.4620 0.00 -0.01 0.00
H 0.7411 -3.5607 4.7641 -0.01 0.00 0.00
H -0.6173 -2.6395 4.0315 0.00 0.00 0.01
H 0.7757 -1.7862 4.7233 -0.01 0.01 0.00
H 2.9257 -3.4396 3.6653 0.00 0.00 -0.01
H 2.8293 -1.6649 3.5151 0.00 0.00 -0.01
H 3.0559 -2.6310 2.0670 0.00 -0.02 0.03
H -0.3022 -4.1014 2.3573 -0.01 0.00 -0.03
H 1.3337 -4.7552 2.4841 0.01 0.00 -0.03
H 0.7485 -4.7603 0.1429 -0.01 -0.01 0.03
H 1.9345 -3.4655 0.3736 0.00 -0.01 -0.01
H -0.4799 -1.9384 -1.7925 0.00 0.03 0.03
H 0.4681 -3.4095 -1.9230 0.00 0.03 -0.01
H 1.2101 -1.9497 -3.7169 0.00 -0.01 -0.01
H 4.5523 0.5376 -2.8587 0.02 0.02 0.00
H 4.2670 -1.0004 1.3714 0.02 0.03 -0.01
H 5.6777 0.0636 1.5417 0.01 0.00 0.01
H 5.6628 -1.1931 0.2934 0.00 -0.01 -0.01
H 2.7795 1.1162 1.1559 -0.02 0.00 0.00
H 3.1777 2.3126 -0.0794 0.00 0.00 -0.01
H 4.2372 2.1122 1.3228 0.00 -0.01 0.01
H 6.2165 0.5889 -1.4081 0.00 0.00 0.00
H 6.1931 1.7415 -0.0693 0.00 0.00 0.00
H 5.2270 2.0572 -1.5077 -0.02 0.00 -0.01
H 1.7073 1.1315 -5.1280 0.01 0.00 0.00
H 1.0044 -0.4480 -5.4716 -0.01 0.00 0.01
H 2.0386 0.3317 -6.6757 0.00 -0.01 0.00
H 4.2429 1.3723 -4.9098 -0.02 0.00 0.01
H 4.4717 0.4387 -6.3897 -0.01 0.00 0.00
H 5.2664 -0.0685 -4.8957 0.00 -0.01 0.00
H 2.4971 -2.5398 -5.4590 -0.01 0.00 0.00
H 4.2398 -2.3550 -5.2666 0.00 0.00 0.01
H 3.4417 -1.7644 -6.7357 0.01 0.01 0.00
H -1.5478 -3.9125 0.8506 0.00 0.01 0.02
H -1.5280 -3.9007 -0.9145 -0.01 0.02 0.00
H -2.9802 -2.3031 -2.0110 0.00 0.00 -0.01
H -5.1360 0.4602 0.4128 0.00 0.01 0.01
H -2.6975 1.6064 2.8797 0.02 0.01 -0.02
H -1.9714 0.1449 3.5303 0.01 -0.01 0.01
H -3.1982 1.0225 4.4754 0.01 0.00 0.01
H -5.1332 1.6538 2.2099 0.02 0.00 0.00
H -5.5175 1.0560 3.8226 0.00 -0.01 0.01
H -6.1333 0.2032 2.4017 0.00 0.00 0.00
H -3.4281 -1.9813 3.7837 0.00 0.00 -0.01
H -5.1359 -1.9205 3.3101 0.00 0.00 -0.01
H -4.5788 -1.0112 4.7262 0.00 0.00 0.01
H -4.8442 1.8032 -1.4237 -0.01 0.00 0.01
H -5.1321 1.6654 -3.1648 0.00 0.00 -0.01
H -3.5109 1.3915 -2.4916 0.00 0.00 0.00
H -6.7455 0.1205 -1.0603 0.00 0.00 0.01
H -6.6515 -1.4827 -1.7886 0.01 -0.01 -0.01
H -6.9654 -0.0620 -2.8029 0.00 0.01 0.00
H -3.4560 -0.8467 -3.6805 0.01 0.01 0.00
H -5.0796 -0.5201 -4.2919 -0.01 0.00 0.00
H -4.7516 -2.0249 -3.4259 -0.01 0.00 0.01
C 1.9895 5.3706 4.0861 0.03 0.06 -0.01
C 1.6517 4.3571 4.9704 -0.01 -0.03 0.02
C 1.1510 3.1559 4.4921 -0.02 0.06 -0.02
C 0.9614 2.9349 3.1253 -0.13 0.11 -0.26
C 1.3180 3.9641 2.2457 0.03 0.00 0.03
C 1.8233 5.1629 2.7221 -0.02 -0.02 -0.01
C 0.4715 1.6106 2.6825 0.17 -0.34 0.32
C -0.0299 1.1307 1.5290 0.29 0.06 0.17
C -0.3947 2.0253 0.4205 -0.08 -0.16 -0.02
C -1.3405 3.0437 0.6004 0.02 -0.01 -0.08
C -1.7499 3.8370 -0.4590 0.00 -0.01 -0.01
C -1.2185 3.6425 -1.7282 -0.01 0.03 -0.06
C -0.2798 2.6368 -1.9230 0.00 -0.02 0.01
C 0.1153 1.8267 -0.8690 -0.04 0.07 -0.01
H 2.3874 6.3092 4.4524 0.00 0.00 0.00
H 1.7812 4.4966 6.0374 0.01 0.02 0.00
H 0.8953 2.3650 5.1890 0.00 -0.02 -0.01
H 1.2097 3.8197 1.1798 0.01 -0.03 0.01
H 2.0954 5.9384 2.0158 0.01 0.02 0.02
H 0.6258 0.8871 3.4956 -0.03 -0.02 -0.03
H -1.7437 3.2126 1.5914 -0.01 -0.02 0.01
H -2.4863 4.6152 -0.2932 -0.01 0.00 0.00
H -1.5408 4.2584 -2.5593 0.00 0.01 0.01
H 0.1407 2.4647 -2.9074 -0.01 0.02 -0.01
H 0.8333 1.0338 -1.0487 -0.02 -0.02 0.04